This record from OMol25 describes a molecular structure, C18H34ClN7Ti at a distorted geometry. The level of theory is the ωB97M-V functional and the def2-TZVPD basis.

Geometry as XYZ:
```
61
Properties=species:S:1:pos:R:3:forces:R:3
Ti 1.379890 -0.095152 -0.031144 0.51 -0.58 -1.09
N 2.521360 0.481965 -1.758962 0.58 0.19 -0.91
N 2.791701 1.680627 -0.988038 0.32 0.03 0.09
H 3.385465 0.030392 -2.099785 -0.47 0.13 0.27
H 1.966859 0.731210 -2.591935 0.15 -0.06 0.48
H 3.003055 2.488516 -1.587172 -0.39 -0.26 0.20
H 3.639782 1.520224 -0.430660 -0.33 -0.04 -0.25
Cl 3.236060 -0.781821 0.855938 0.55 -0.24 0.28
C -0.966359 3.226537 -2.211514 0.00 0.04 -0.02
C -1.217806 1.753015 -2.312326 0.13 0.16 0.06
C -2.169901 1.234436 -3.187116 0.28 -0.18 0.31
C -2.382193 -0.134566 -3.266864 0.20 0.15 0.17
C -3.405833 -0.706164 -4.185986 -0.09 -0.04 -0.09
C -1.623616 -1.007997 -2.486073 0.35 -0.07 0.29
C -0.641139 -0.541700 -1.610402 -0.89 1.07 -0.85
C -0.479134 0.866687 -1.540920 0.20 -0.76 0.17
N 0.223327 -1.274333 -0.793686 0.11 -0.22 0.29
C 0.455605 -2.729513 -0.794874 0.64 -1.30 0.32
C -0.600044 -3.650179 -1.420296 -0.03 0.36 0.02
C 0.581927 -3.134559 0.686338 -0.08 0.10 -0.27
C 1.791635 -2.979584 -1.526272 -0.20 0.06 0.11
H -1.697341 3.784653 -2.787909 -0.02 0.07 -0.01
H 0.022358 3.471854 -2.601145 0.03 0.08 -0.01
H -1.017759 3.567343 -1.177529 0.00 0.05 0.05
H -2.749558 1.901351 -3.805432 -0.06 0.13 -0.04
H -3.928568 0.076547 -4.725572 -0.07 0.00 -0.08
H -4.133833 -1.290406 -3.625400 -0.07 -0.04 -0.01
H -2.928562 -1.372398 -4.903348 -0.05 -0.04 -0.09
H -1.833941 -2.053538 -2.587873 0.03 -0.11 0.03
H 0.265333 1.293382 -0.830316 -0.68 0.79 -0.51
H -1.591693 -3.463839 -1.017620 -0.13 -0.01 -0.02
H -0.336384 -4.674620 -1.169964 0.10 -0.02 0.11
H -0.604649 -3.594315 -2.503963 -0.07 0.04 -0.10
H -0.366610 -2.950665 1.194106 0.05 0.01 0.05
H 1.391736 -2.586616 1.177245 -0.15 -0.19 0.07
H 0.794184 -4.196750 0.763570 0.12 -0.06 0.03
H 1.702845 -2.711155 -2.578717 0.02 0.04 -0.07
H 2.046307 -4.035500 -1.470625 0.03 -0.05 -0.01
H 2.605139 -2.410959 -1.067097 -0.05 -0.19 -0.13
C 0.596775 -0.482974 2.859868 0.14 -0.79 0.61
N 0.173527 0.107141 4.085970 0.06 -0.34 0.26
C -1.219704 0.519275 3.988133 -0.11 -0.09 -0.02
N -1.350337 1.507955 2.924655 -0.38 0.10 -0.10
C -0.945759 0.949900 1.673158 -0.83 0.21 -0.20
N 0.504472 0.495148 1.694173 -0.30 0.61 0.40
C 1.319735 1.703812 2.106039 0.41 0.81 0.39
N 0.875587 2.257956 3.350646 0.30 0.36 0.04
C 1.006547 1.258342 4.407448 0.14 0.00 0.02
C -0.521628 2.665028 3.245955 -0.03 0.13 -0.09
H -0.046612 -1.342824 2.637757 0.20 0.24 -0.09
H 1.640699 -0.806870 2.959034 -0.27 0.08 -0.12
H -1.546226 0.952819 4.932963 0.02 -0.03 -0.03
H -1.843878 -0.347299 3.758462 0.01 0.03 0.05
H -1.074872 1.721546 0.902310 0.15 -0.27 0.08
H -1.574757 0.081777 1.427209 0.26 0.16 -0.01
H 1.233644 2.480266 1.326966 0.00 -0.30 0.11
H 2.370023 1.394930 2.214412 -0.29 0.06 -0.10
H 0.694704 1.687967 5.359122 0.00 -0.02 -0.05
H 2.051036 0.945669 4.488681 -0.06 0.02 0.02
H -0.624291 3.422550 2.463988 -0.01 -0.04 0.04
H -0.848333 3.095475 4.192388 0.02 -0.02 -0.04
```
Positions in Å, forces in eV/Å.

LUMO   -7.8491 eV
Multiplicity   1
Total charge   +2
Energy   -2398.7167 Eh

The computed natural (NBO) charges, all in e, follow: Ti 1.453; N -0.667; N -0.648; H 0.421; H 0.426; H 0.417; H 0.412; Cl -0.222; C -0.637; C 0.053; C -0.201; C 0.080; C -0.645; C -0.259; C 0.210; C -0.285; N -0.610; C 0.106; C -0.621; C -0.601; C -0.610; H 0.253; H 0.223; H 0.225; H 0.240; H 0.239; H 0.245; H 0.243; H 0.242; H 0.130; H 0.227; H 0.250; H 0.225; H 0.219; H 0.205; H 0.254; H 0.222; H 0.253; H 0.205; C -0.069; N -0.431; C -0.079; N -0.435; C -0.065; N -0.594; C -0.090; N -0.434; C -0.080; C -0.081; H 0.228; H 0.230; H 0.233; H 0.213; H 0.216; H 0.227; H 0.221; H 0.230; H 0.234; H 0.214; H 0.208; H 0.234